1.
An isolated molecule of C5H8N4 in a non-equilibrium geometry, computed with ωB97M-V/def2-TZVPD.

Calculated values
Max |F|: 8.7 eV Å⁻¹
Charge: 0
Molecular weight: 124.15 g mol⁻¹
E: -11271.6175 eV
E_HOMO: -8.9 eV
HOMO-LUMO gap: 9.07 eV
SMILES: C/C=C(/C)n1cnnn1
Relative energy (zero: lowest compared OMol25 entry of this formula, charge and spin): 67.67 kcal/mol

Structure (XYZ):
```
17
Properties=species:S:1:pos:R:3:forces:R:3
C 1.878 0.997 0.283 -0.675 -5.126 -2.571
C -1.434 -0.639 0.139 5.908 2.046 -1.828
C -0.456 0.454 -0.137 -5.309 -6.731 1.536
C -0.932 -2.108 0.290 -0.674 0.623 -0.479
C -0.929 1.834 -0.234 -1.187 0.378 0.598
N 3.018 0.399 0.045 -0.438 0.939 0.557
N 2.703 -0.802 -0.394 1.331 -2.823 -0.442
N 1.436 -1.065 -0.471 1.659 1.612 -0.538
N 0.888 0.078 -0.123 0.119 4.155 1.682
H 1.644 1.953 0.474 -0.477 3.171 0.994
H -2.419 -0.369 -0.065 -1.669 0.196 0.133
H 0.070 -1.999 0.678 -0.179 -0.563 0.910
H -1.599 -2.765 0.914 0.669 0.786 -0.697
H -0.655 -2.603 -0.692 -0.969 0.566 0.851
H -0.842 2.332 0.728 0.015 0.208 0.258
H -0.357 2.392 -0.912 0.779 0.931 -1.196
H -2.012 1.910 -0.525 1.096 -0.368 0.232
```
Positions in Å, forces in eV/Å.

natural (NBO) atomic charges, in units of e: number 1, C, carries 0.133; number 2, C, carries -0.139; number 3, C, carries 0.143; number 4, C, carries -0.675; number 5, C, carries -0.656; number 6, N, carries -0.259; number 7, N, carries -0.080; number 8, N, carries -0.048; number 9, N, carries -0.206; number 10, H, carries 0.204; number 11, H, carries 0.194; number 12, H, carries 0.235; number 13, H, carries 0.222; number 14, H, carries 0.242; number 15, H, carries 0.223; number 16, H, carries 0.221; number 17, H, carries 0.246



2.
C23H25CuN2O2 as an isolated structure in a non-equilibrium geometry, computed with ωB97M-V/def2-TZVPD.

Calculated values
Max |F|: 4.7 eV Å⁻¹
Charge: -1
Molecular weight: 425.01 g mol⁻¹
E: -75969.7450 eV
E_HOMO (spin up / spin down): -3.8 / -3.6 eV
HOMO-LUMO gap (spin up / spin down): 6.13 / 5.63 eV
Spin multiplicity: 2
<S²>: 0.762
Relative energy (zero: lowest compared OMol25 entry of this formula, charge and spin): 36.65 kcal/mol

Structure (XYZ):
```
53
Properties=species:S:1:pos:R:3:forces:R:3
C 2.488 -0.025 3.226 -0.252 0.229 -0.321
C 2.383 -0.849 2.059 0.130 1.052 0.094
C 1.820 -0.055 1.048 -0.475 -0.126 -0.309
H 2.629 -1.917 1.968 0.018 0.727 0.075
C 1.426 1.237 1.586 0.817 -0.702 0.827
C 1.889 1.232 2.968 0.172 -0.331 -0.637
H 1.066 2.103 1.031 0.387 -0.034 0.009
C -0.901 -1.912 3.017 0.457 -1.574 -0.643
C -0.084 -2.958 2.571 -0.964 1.638 -0.147
C -0.111 -2.926 1.117 -1.299 0.457 0.024
H 0.481 -3.644 3.192 0.124 0.248 -0.125
C -1.076 -1.987 0.705 1.347 -0.709 0.622
C -1.553 -1.294 1.885 0.496 -0.183 -0.012
H 1.703 -0.371 0.002 0.281 0.147 0.674
H 1.746 2.075 3.658 0.149 -0.593 -0.274
H 2.981 -0.346 4.147 -0.461 0.205 -0.170
H -2.546 -0.871 1.942 0.007 0.014 0.269
H 0.548 -3.530 0.496 -0.296 0.105 -0.057
H -1.104 -1.603 4.015 0.006 0.011 0.632
Cu -0.587 0.571 1.910 0.831 -1.236 1.629
C -1.484 -1.533 -0.668 0.127 0.140 -0.017
C -2.972 -1.308 -0.627 -1.050 -0.357 0.184
C -1.155 -2.591 -1.738 -0.226 0.025 -0.141
H -3.414 -2.246 -0.293 -0.370 -0.095 -0.201
H -3.439 -0.980 -1.553 0.179 -0.166 -0.479
H -3.285 -0.573 0.109 0.246 0.120 0.143
H -1.682 -3.515 -1.468 0.135 0.103 -0.132
H -0.086 -2.835 -1.842 -0.273 0.278 0.238
H -1.523 -2.253 -2.724 0.115 -0.132 0.296
C -0.757 -0.204 -1.031 0.038 0.308 -0.933
C -1.443 1.121 -0.711 0.882 -1.431 1.979
H -0.439 -0.287 -2.102 -0.464 0.334 1.504
H 0.080 -0.187 -0.357 0.704 -0.033 -0.284
O -1.680 1.377 0.508 -0.757 0.828 -4.529
N -1.728 1.913 -1.821 -1.240 1.599 -1.160
C -0.735 2.853 -2.452 0.605 -0.859 0.343
H -2.612 2.398 -1.763 -0.109 0.126 0.644
C 0.544 2.057 -2.653 0.723 0.572 -0.515
C 1.700 2.509 -2.011 0.079 -0.243 -0.373
H 1.690 3.459 -1.447 -0.010 -0.741 -0.240
C 2.879 1.766 -2.142 0.070 0.138 0.295
H 3.793 2.132 -1.672 -0.251 -0.196 -0.070
C 2.883 0.555 -2.823 -0.096 0.196 -0.375
H 3.788 -0.022 -2.923 0.192 -0.079 0.248
C 1.744 0.110 -3.488 -0.750 0.820 -0.319
H 1.700 -0.821 -4.037 0.303 -0.070 0.025
C 0.597 0.905 -3.484 -0.482 0.567 1.035
H -0.365 0.571 -3.916 0.833 0.188 -0.043
H -0.578 3.718 -1.785 0.243 -0.401 -0.040
H -1.018 3.325 -3.423 -0.660 -0.935 0.602
O -1.455 2.519 5.626 -0.125 -0.539 -1.002
C -1.408 1.889 4.589 0.394 -0.581 -0.617
N -1.339 1.247 3.577 -0.482 1.167 1.775
```
Positions in Å, forces in eV/Å.

natural (NBO) atomic charges, in units of e: number 1, C, carries -0.328; number 2, C, carries -0.297; number 3, C, carries -0.348; number 4, H, carries 0.202; number 5, C, carries -0.605; number 6, C, carries -0.282; number 7, H, carries 0.218; number 8, C, carries -0.233; number 9, C, carries -0.286; number 10, C, carries -0.269; number 11, H, carries 0.200; number 12, C, carries -0.083; number 13, C, carries -0.490; number 14, H, carries 0.192; number 15, H, carries 0.211; number 16, H, carries 0.194; number 17, H, carries 0.235; number 18, H, carries 0.196; number 19, H, carries 0.219; number 20, Cu, carries 1.297; number 21, C, carries -0.050; number 22, C, carries -0.614; number 23, C, carries -0.596; number 24, H, carries 0.216; number 25, H, carries 0.193; number 26, H, carries 0.219; number 27, H, carries 0.216; number 28, H, carries 0.212; number 29, H, carries 0.191; number 30, C, carries -0.581; number 31, C, carries 0.772; number 32, H, carries 0.240; number 33, H, carries 0.286; number 34, O, carries -0.653; number 35, N, carries -0.700; number 36, C, carries -0.221; number 37, H, carries 0.388; number 38, C, carries -0.040; number 39, C, carries -0.205; number 40, H, carries 0.220; number 41, C, carries -0.188; number 42, H, carries 0.221; number 43, C, carries -0.212; number 44, H, carries 0.214; number 45, C, carries -0.204; number 46, H, carries 0.212; number 47, C, carries -0.228; number 48, H, carries 0.221; number 49, H, carries 0.194; number 50, H, carries 0.212; number 51, O, carries -0.686; number 52, C, carries 0.738; number 53, N, carries -0.930



3.
A 2-piece molecular cluster, C2H11N2O overall in a non-equilibrium geometry, computed with ωB97M-V/def2-TZVPD.

Calculated values
Max |F|: 6.4 eV Å⁻¹
Charge: +1
Molecular weight: 79.12 g mol⁻¹
E: -7272.4041 eV
E_HOMO: -14.7 eV
HOMO-LUMO gap: 11.45 eV
Relative energy (zero: lowest compared OMol25 entry of this formula, charge and spin): 43.16 kcal/mol

Structure (XYZ):
```
16
Properties=species:S:1:pos:R:3:forces:R:3
C 1.863 -1.008 -1.889 -1.522 -1.906 -3.242
N 1.465 -0.364 -0.673 0.191 1.570 1.341
H 2.729 -1.606 -1.721 0.300 -1.082 0.049
H 0.961 -1.579 -2.360 1.628 0.247 1.292
H 2.149 -0.498 -2.836 -0.218 1.195 1.303
H 2.021 0.494 -0.540 -0.632 -0.181 -0.073
H 1.772 -0.931 0.127 0.115 -0.022 -0.506
H -0.057 -0.506 -0.124 -0.444 -0.625 0.322
N -0.980 -0.647 0.531 3.757 3.683 3.606
C -1.602 0.747 0.572 -3.106 -1.645 1.196
O -0.828 1.438 1.475 0.719 0.245 -0.424
H -0.576 -0.676 1.614 -1.159 -0.287 -3.420
H -1.578 -1.400 0.418 -1.532 -1.763 -0.737
H -1.727 1.141 -0.442 0.517 0.048 0.179
H -2.648 0.605 1.050 1.380 0.171 -1.133
H -1.380 2.093 1.904 0.007 0.352 0.248
```
Positions in Å, forces in eV/Å.

natural (NBO) atomic charges, in units of e: number 1, C, carries -0.449; number 2, N, carries -0.842; number 3, H, carries 0.209; number 4, H, carries 0.197; number 5, H, carries 0.241; number 6, H, carries 0.401; number 7, H, carries 0.378; number 8, H, carries 0.464; number 9, N, carries -0.763; number 10, C, carries 0.097; number 11, O, carries -0.706; number 12, H, carries 0.448; number 13, H, carries 0.430; number 14, H, carries 0.201; number 15, H, carries 0.183; number 16, H, carries 0.510



What is the charge in the third record?
+1



Which of these has the lowest molecular weight?
C2H11N2O



Copy entry 1 word for word.
An isolated molecule of C5H8N4 in a non-equilibrium geometry, computed with ωB97M-V/def2-TZVPD.

Calculated values
Max |F|: 8.7 eV Å⁻¹
Charge: 0
Molecular weight: 124.15 g mol⁻¹
E: -11271.6175 eV
E_HOMO: -8.9 eV
HOMO-LUMO gap: 9.07 eV
SMILES: C/C=C(/C)n1cnnn1
Relative energy (zero: lowest compared OMol25 entry of this formula, charge and spin): 67.67 kcal/mol

Structure (XYZ):
```
17
Properties=species:S:1:pos:R:3:forces:R:3
C 1.878 0.997 0.283 -0.675 -5.126 -2.571
C -1.434 -0.639 0.139 5.908 2.046 -1.828
C -0.456 0.454 -0.137 -5.309 -6.731 1.536
C -0.932 -2.108 0.290 -0.674 0.623 -0.479
C -0.929 1.834 -0.234 -1.187 0.378 0.598
N 3.018 0.399 0.045 -0.438 0.939 0.557
N 2.703 -0.802 -0.394 1.331 -2.823 -0.442
N 1.436 -1.065 -0.471 1.659 1.612 -0.538
N 0.888 0.078 -0.123 0.119 4.155 1.682
H 1.644 1.953 0.474 -0.477 3.171 0.994
H -2.419 -0.369 -0.065 -1.669 0.196 0.133
H 0.070 -1.999 0.678 -0.179 -0.563 0.910
H -1.599 -2.765 0.914 0.669 0.786 -0.697
H -0.655 -2.603 -0.692 -0.969 0.566 0.851
H -0.842 2.332 0.728 0.015 0.208 0.258
H -0.357 2.392 -0.912 0.779 0.931 -1.196
H -2.012 1.910 -0.525 1.096 -0.368 0.232
```
Positions in Å, forces in eV/Å.

natural (NBO) atomic charges, in units of e: number 1, C, carries 0.133; number 2, C, carries -0.139; number 3, C, carries 0.143; number 4, C, carries -0.675; number 5, C, carries -0.656; number 6, N, carries -0.259; number 7, N, carries -0.080; number 8, N, carries -0.048; number 9, N, carries -0.206; number 10, H, carries 0.204; number 11, H, carries 0.194; number 12, H, carries 0.235; number 13, H, carries 0.222; number 14, H, carries 0.242; number 15, H, carries 0.223; number 16, H, carries 0.221; number 17, H, carries 0.246



Which of these has the highest molecular weight?
C23H25CuN2O2